1.
117
Properties=species:S:1:pos:R:3:lowdin_charge:R:1 method="wB97M-V/def2-TZVPD" gap_ev=8.16 de_lowest_ev=0.000 e_lumo_ev=0.0
H 1.2558 3.1819 -6.0223 0.11
O -1.6121 -0.2969 0.9247 -0.04
H -1.3920 2.4562 2.9821 0.06
C 3.4090 0.1701 -3.7806 -0.03
H 2.6538 -3.8008 4.3988 0.12
C -3.9112 2.0319 2.6514 -0.14
C 2.2222 -3.6353 6.4587 -0.18
H 1.5866 2.3452 -8.2204 0.12
H -4.8840 -0.9635 -0.7868 0.08
H 0.0479 -1.8922 2.7116 0.07
C -3.0263 0.7407 -1.2732 -0.03
H 1.2189 -0.3763 4.8664 0.09
H -2.0341 -5.2748 5.3747 0.08
H -3.4198 2.9707 2.3652 0.11
H 1.6762 -0.1326 -9.2062 0.09
C 0.1592 0.4554 -7.1295 -0.03
H 0.4184 2.1600 0.4410 0.03
C 1.0467 0.9920 -3.9697 -0.01
N -2.5922 0.7184 1.0999 -0.08
H -3.5454 -1.6128 0.1774 0.08
O 0.7860 3.7105 1.4183 -0.03
H -0.3002 -2.6950 7.6307 0.07
H 3.4327 0.6571 -2.8044 0.07
H 0.8728 -1.1987 -5.5067 0.07
H 1.1853 -4.1960 -4.1892 0.08
H -0.7022 0.8246 2.8899 0.07
H -5.0309 -0.9432 0.9581 0.06
H -3.7996 0.7532 -2.0382 0.09
O 1.6670 -3.6198 -3.5914 -0.11
O 3.7959 5.8433 -1.0280 -0.11
H -1.6378 -3.7882 3.7717 0.11
H 3.1388 3.9302 -0.4536 0.06
H 1.2324 1.2128 -2.9191 0.07
H 0.4304 0.0910 -4.0196 0.07
H 2.0203 -2.8766 7.2197 0.10
O 0.4063 1.3700 -0.1170 -0.16
H 0.3447 -3.8354 -1.9518 0.08
H 1.6049 4.1330 1.6975 0.08
H -1.2058 3.2244 -1.8201 0.06
H -5.7865 2.6938 1.8091 0.11
C 2.9147 2.2243 -5.0393 -0.13
H 1.9974 -1.4726 -8.0060 0.08
H 3.2074 1.7974 -7.8683 0.12
H -1.8429 -3.0783 6.8415 0.08
H 1.6420 -0.1207 -0.6579 0.07
H -1.1844 -4.1695 8.0351 0.09
C -4.7095 1.6376 0.2921 -0.13
O -0.2145 4.9245 -1.0993 -0.13
N -0.1075 -3.5166 4.8553 -0.10
H 2.7683 3.7685 -6.5815 0.11
H -0.2463 -0.5575 -7.1745 0.08
H 1.7820 -1.6334 2.7637 0.08
H -1.6806 1.3076 4.2668 0.09
C 3.2493 4.5678 -1.3362 -0.16
H -5.7246 0.9660 2.0460 0.11
C -1.5815 1.3955 3.1795 -0.03
H -0.5165 -6.0128 4.9186 0.09
H 1.5455 -5.5924 5.9396 0.12
C 2.3964 0.8249 -4.7029 -0.51
C -2.8744 0.9232 2.5252 -0.51
H -2.5692 -1.1094 3.2443 0.07
H 3.1790 -0.8861 -3.6031 0.08
H -2.0538 4.0942 -0.5422 0.07
H 4.3959 0.1444 -4.2451 0.09
H 0.0562 -2.4231 -2.9914 0.07
H -1.9655 4.8300 -2.1328 0.08
C 0.9904 -2.2989 3.1003 -0.04
H 1.9859 0.5056 0.9506 0.08
C -3.6432 0.5372 0.1118 -0.52
C 2.2734 2.8462 -6.2750 -0.18
O -1.3658 -3.0882 4.3746 -0.03
O 1.8359 -1.2878 -5.5647 -0.03
C -0.2251 -4.2940 6.0944 -0.53
N 2.3248 0.0018 -5.9154 -0.08
C -3.3445 -0.3380 3.2751 -0.01
C -4.3195 -0.8475 0.1417 -0.03
H -2.4420 1.6641 -1.3070 0.05
H 3.8642 4.0445 -2.0816 0.07
C -1.0433 -5.5287 5.7510 -0.04
H 3.2335 -0.3050 -8.4228 0.08
H -0.2244 1.0081 -7.9897 0.09
C -1.4083 4.2230 -1.4239 -0.15
C 2.2715 -3.0225 5.0632 -0.13
H -4.3059 2.5786 -0.0956 0.11
H -5.5988 1.3807 -0.2855 0.12
H 3.1961 -4.0698 6.6940 0.11
C 0.9049 -2.5134 4.5975 -0.54
H -4.2130 -0.8093 2.8221 0.06
H 1.1020 -3.2517 2.5729 0.09
H 2.6417 2.8374 -4.1750 0.11
H -3.4892 -0.0803 4.3237 0.09
H 0.1134 4.0221 2.0346 0.07
C 2.1597 -0.4312 -8.2751 -0.03
C 0.8315 -3.0951 -2.5977 -0.18
H 0.7810 -1.2167 6.3631 0.07
H 4.5850 5.7304 -0.4925 0.07
H 3.9984 2.2715 -5.1674 0.12
H -1.1294 -6.2711 6.5418 0.09
C 0.6118 -1.1835 5.2878 -0.02
C 1.6885 0.4798 -7.1377 -0.53
C -0.9073 -3.4979 7.2161 -0.02
H 0.4174 1.7773 -4.3918 0.07
H -4.2829 2.1588 3.6706 0.12
C 1.1648 -4.7414 6.5098 -0.14
H -2.2752 -0.0305 -1.4761 0.08
C -5.1189 1.8291 1.7477 -0.18
C 2.2031 1.8869 -7.4433 -0.14
H 2.9313 -2.1536 5.0545 0.12
H -0.8790 0.2066 0.5269 0.05
H 0.1920 4.4806 -0.3463 0.02
H -0.2890 0.9658 -6.2729 0.07
H -0.4286 -0.8957 5.1183 0.07
H 2.4390 1.5030 -0.4889 0.07
H 2.2794 4.7068 -1.8098 0.07
C 1.7320 0.7895 -0.0698 -0.10
H 1.1294 -5.0618 7.5574 0.12
H 1.4563 -2.4829 -1.9424 0.07

2.
27
Properties=species:S:1:pos:R:3:lowdin_charge:R:1 method="wB97M-V/def2-TZVPD" gap_ev=8.44 de_lowest_ev=3.510 e_lumo_ev=0.4
H 0.6038 0.4691 -1.9262 0.14
C 0.8233 1.1822 -1.0585 -0.11
H 1.4659 -1.2009 1.5631 -0.02
C 0.7782 2.5891 -1.2392 -0.09
H -3.2943 0.1693 1.7342 0.11
H -0.6682 -2.8118 -1.1777 0.10
C -1.3179 -0.4569 1.1088 -0.08
H 1.9211 3.7453 1.6476 0.10
H 0.9682 4.4079 -0.5857 0.08
H 0.5954 3.0574 -2.2841 0.14
C -1.1890 -2.3304 -0.3206 -0.13
C 1.1210 3.4318 -0.2540 -0.10
H -0.7132 0.3786 1.4442 0.09
H -3.0667 -3.0657 -0.9639 0.08
H 2.8512 -1.4315 -1.8921 -0.08
C 1.3178 0.7440 0.1228 -0.45
C -2.7150 -0.6187 1.2343 -0.08
C -0.5376 -1.3161 0.3088 -0.38
C -2.5500 -2.5669 -0.2290 -0.07
C 1.9749 -2.1949 -1.7095 -0.16
H 2.1727 1.1747 2.0149 0.09
C -3.2869 -1.7548 0.6706 -0.08
P 1.3274 -1.0559 0.2206 1.02
H 2.4734 -3.1915 -1.3402 -0.06
H -4.3825 -1.9313 0.7452 0.11
C 1.6316 2.9630 0.9828 -0.06
C 1.6952 1.6148 1.1828 -0.09

no.,energy (Eh)
1,-1992.1566
2,-844.3323